[1]
A single C4H8O3 molecule. Source: the OMol25 dataset; level of theory: the ωB97M-V functional and the def2-TZVPD basis.

```
15
Properties=species:S:1:pos:R:3:lowdin_charge:R:1
C -1.257 0.723 -1.238 -0.04
C -0.809 -0.211 -0.174 -0.04
O 0.972 -0.764 -0.967 -0.05
C -0.172 0.228 1.013 -0.32
O -0.225 -0.632 2.088 -0.02
C 1.406 -0.005 0.285 -0.46
O 2.115 -0.672 1.063 -0.04
H -1.224 0.252 -2.222 0.09
H -2.296 1.003 -1.017 0.10
H -0.656 1.638 -1.249 0.10
H -1.196 -1.227 -0.187 0.15
H 1.175 -1.683 -0.725 0.11
H -0.257 1.294 1.253 0.16
H 0.715 -0.928 2.178 0.09
H 1.709 0.983 -0.101 0.15
```

Gap between HOMO and LUMO: 8.883 eV
2S+1: 1
Largest force on an atom: 0.0060 hartree/bohr
HOMO: -9.0236 eV
Energy above the lowest of the compared OMol25 structures with the same formula, charge and spin: 87.2 kcal per mole



[2]
13 unconnected molecules or ions with the total composition H26O13 in a non-equilibrium geometry. Source: the OMol25 dataset; level of theory: the ωB97M-V functional and the def2-TZVPD basis.

```
39
Properties=species:S:1:pos:R:3:lowdin_charge:R:1
O 21.787 17.610 40.931 -0.07
H 22.028 17.846 41.839 -0.03
H 21.839 18.441 40.491 -0.01
O 23.570 16.201 39.605 -0.07
H 23.012 16.935 39.873 -0.02
H 22.975 15.416 39.677 0.09
O 22.016 21.220 41.806 0.07
H 21.118 21.266 41.637 0.05
H 22.309 21.309 41.006 -0.07
O 23.202 19.823 39.561 -0.03
H 23.862 19.503 40.275 0.08
H 23.387 19.480 38.763 -0.04
O 22.480 18.857 42.798 0.05
H 23.369 18.557 42.930 0.07
H 22.426 19.712 42.643 -0.06
O 24.746 22.008 42.629 -0.03
H 24.790 21.132 42.310 -0.04
H 25.687 22.061 42.811 0.04
O 25.298 19.473 41.285 0.01
H 25.438 18.550 41.375 0.07
H 26.003 19.813 40.857 -0.04
O 21.998 18.551 36.769 -0.17
H 22.288 19.102 35.920 0.12
H 22.920 17.995 36.679 0.06
O 25.543 19.538 37.139 -0.13
H 25.335 18.596 37.252 0.01
H 25.627 20.116 36.217 0.19
O 22.303 22.155 38.624 -0.12
H 22.654 21.195 38.821 0.03
H 22.765 22.933 38.323 0.02
O 24.267 17.050 37.104 -0.06
H 24.389 16.291 36.424 0.15
H 24.021 16.797 37.947 -0.04
O 26.783 20.292 39.237 -0.14
H 27.696 19.820 39.039 0.12
H 26.034 19.925 38.663 0.01
O 19.998 19.196 38.624 -0.09
H 19.271 19.134 38.069 -0.03
H 20.729 19.060 37.857 0.05
```

Gap between HOMO and LUMO: 9.880 eV
2S+1: 1
Largest force on an atom: 0.1628 hartree/bohr
HOMO: -10.1885 eV
Energy above the lowest of the compared OMol25 structures with the same formula, charge and spin: 117.7 kcal per mole



[3]
A molecular structure, C8H8HgN2O3Se in a non-equilibrium geometry. Source: the OMol25 dataset; level of theory: the ωB97M-V functional and the def2-TZVPD basis.

```
23
Properties=species:S:1:pos:R:3:lowdin_charge:R:1
O 0.062 -4.500 -0.501 0.18
C -0.224 -3.470 -1.002 0.05
Hg -0.645 -1.346 -1.659 0.66
C -2.985 -1.548 -2.432 0.00
C 0.340 -1.363 -3.937 -0.01
O -4.096 -1.544 -2.647 0.18
O 0.910 -1.263 -4.906 0.18
C -2.003 0.827 1.610 -0.03
N -0.567 0.842 1.537 -0.13
C 0.311 0.937 2.626 0.03
C 1.576 0.978 2.103 0.02
N 1.444 0.906 0.716 -0.13
C 2.548 0.979 -0.202 -0.03
C 0.112 0.847 0.342 -0.62
Se -0.637 1.241 -1.426 0.73
H -2.324 0.868 2.654 0.11
H -2.442 -0.080 1.170 0.09
H -2.470 1.675 1.088 0.10
H -0.065 0.966 3.661 0.16
H 2.561 1.053 2.584 0.16
H 3.124 1.910 -0.092 0.12
H 3.258 0.156 -0.044 0.11
H 2.212 0.929 -1.244 0.06
```

Gap between HOMO and LUMO: 7.606 eV
Net charge: +2
2S+1: 1
Largest force on an atom: 0.1480 hartree/bohr
HOMO: -16.2179 eV



[4]
4 unconnected molecules or ions with the total composition C19H27N3O3. Source: the OMol25 dataset; level of theory: the ωB97M-V functional and the def2-TZVPD basis.

```
52
Properties=species:S:1:pos:R:3:lowdin_charge:R:1
C -2.258 -3.377 4.536 -0.10
C -3.207 -4.218 3.653 -0.21
C -2.664 -4.588 2.270 -0.20
O -3.096 -3.724 1.225 -0.07
C -2.719 -2.403 1.373 -0.35
C -3.235 -1.467 0.284 -0.07
O -2.557 -0.230 0.627 0.02
C -1.473 -0.512 1.406 -0.50
O -0.913 0.316 2.054 0.13
C -1.235 -2.002 1.295 0.00
H -2.595 -2.343 4.607 0.07
H -2.185 -3.783 5.542 0.07
H -1.251 -3.346 4.116 0.06
H -3.466 -5.136 4.181 0.10
H -4.135 -3.662 3.504 0.11
H -1.570 -4.648 2.283 0.12
H -3.039 -5.572 1.991 0.12
H -3.093 -1.931 2.297 0.15
H -4.312 -1.332 0.316 0.14
H -2.876 -1.745 -0.708 0.14
H -0.524 -2.433 1.990 0.12
H -0.891 -2.153 0.265 0.14
C 0.770 0.431 -1.035 -0.10
C 0.862 0.439 -2.454 -0.11
C 2.078 -0.101 -2.787 -0.15
N 2.718 -0.436 -1.627 0.01
C 1.929 -0.118 -0.555 -0.13
H -0.050 0.793 -0.439 0.09
H 0.115 0.801 -3.142 0.09
H 2.541 -0.281 -3.744 0.11
H 3.631 -0.849 -1.570 0.15
H 2.257 -0.302 0.454 0.11
C 1.645 2.786 2.360 -0.10
C 0.717 2.605 3.421 -0.11
C 0.904 3.638 4.300 -0.14
N 1.908 4.433 3.813 -0.01
C 2.365 3.920 2.630 -0.15
H 1.765 2.158 1.492 0.07
H 0.000 1.813 3.517 0.06
H 0.409 3.877 5.226 0.10
H 2.254 5.264 4.254 0.14
H 3.155 4.404 2.082 0.10
C 2.891 3.282 -7.020 -0.12
C 1.876 2.549 -7.694 -0.12
C 1.245 1.774 -6.758 -0.14
N 1.838 2.010 -5.548 0.01
C 2.840 2.928 -5.698 -0.14
H 3.576 3.990 -7.456 0.09
H 1.638 2.587 -8.744 0.09
H 0.427 1.080 -6.849 0.10
H 1.578 1.579 -4.679 0.09
H 3.427 3.250 -4.855 0.11
```

Gap between HOMO and LUMO: 8.643 eV
SMILES: CCCO[C@@H]1COC(=O)C1.c1cc[nH]c1.c1cc[nH]c1.c1cc[nH]c1
2S+1: 1
Largest force on an atom: 0.0146 hartree/bohr
HOMO: -7.9056 eV
Energy above the lowest of the compared OMol25 structures with the same formula, charge and spin: 101.8 kcal per mole



[5]
2 unconnected molecules or ions with the total composition C12H23BrCl2NO6P in a non-equilibrium geometry. Source: the OMol25 dataset; level of theory: the ωB97M-V functional and the def2-TZVPD basis.

```
46
Properties=species:S:1:pos:R:3:lowdin_charge:R:1
C 5.631 -0.185 -0.697 0.03
C 4.238 -0.373 -0.219 -0.49
O 3.714 0.347 0.597 0.12
O 3.601 -1.478 -0.765 0.07
C 2.371 -1.247 -1.313 -0.43
O 2.073 -0.169 -1.764 0.16
C 1.439 -2.418 -1.431 -0.08
C 0.461 -2.672 -0.298 -0.62
N -0.405 -3.759 -0.728 0.05
C -0.421 -1.432 0.017 -0.29
C -1.178 -0.995 -1.225 -0.21
C -2.109 0.171 -1.043 -0.68
C -3.408 -0.295 -0.384 -0.11
Cl -2.529 0.693 -2.723 0.61
O 0.362 -0.389 0.605 -0.15
C 0.246 -0.164 1.952 -0.67
Br -1.166 1.034 2.620 0.72
P 1.270 -3.511 1.185 0.69
O -0.074 -3.610 2.138 -0.34
Cl 2.472 -2.119 2.147 0.36
H 6.232 -1.066 -0.547 0.09
H 6.069 0.615 -0.137 0.09
H 5.602 0.107 -1.736 0.10
H 1.995 -3.318 -1.655 0.13
H 0.859 -2.202 -2.308 0.12
H -1.337 -3.652 -0.361 0.09
H -0.451 -3.811 -1.732 0.09
H -1.142 -1.776 0.752 0.13
H -1.797 -1.783 -1.611 0.11
H -0.469 -0.745 -2.002 0.09
H -1.651 0.970 -0.508 0.08
H -3.211 -1.218 0.136 0.07
H -4.169 -0.471 -1.116 0.06
H -3.738 0.426 0.334 0.06
H 0.172 -1.078 2.504 0.00
H 1.156 0.311 2.258 0.05
H 0.159 -3.225 2.989 0.03
C -1.759 5.658 0.560 -0.09
C -2.904 4.668 0.454 -0.31
O -2.541 3.389 0.978 -0.15
H -0.886 5.284 0.026 0.08
H -2.039 6.627 0.143 0.07
H -1.468 5.802 1.603 0.07
H -3.180 4.510 -0.586 0.11
H -3.784 5.040 0.990 0.11
H -2.304 3.507 1.902 0.02
```

Gap between HOMO and LUMO: 9.538 eV
SMILES: CC(=O)OC(=O)C[C@](N)([C@H](C[C@H](C)Cl)OCBr)P(O)Cl.CCO
2S+1: 1
Largest force on an atom: 0.0392 hartree/bohr
HOMO: -9.0281 eV



[6]
A molecular structure, C27H30Cl2N6O2RuS in a non-equilibrium geometry. Source: the OMol25 dataset; level of theory: the ωB97M-V functional and the def2-TZVPD basis.

```
69
Properties=species:S:1:pos:R:3:lowdin_charge:R:1
Ru 0.315 0.159 -2.388 1.11
Cl -3.233 -5.655 -1.951 0.69
C -2.827 -3.979 -2.054 -0.68
C -1.511 -3.626 -2.265 -0.03
C -1.153 -2.280 -2.322 -0.20
N 0.153 -1.773 -2.510 -0.07
C 1.289 -2.526 -2.703 -0.43
O 1.382 -3.729 -2.686 0.11
C 2.512 -1.644 -2.919 -0.19
C 3.750 -2.218 -3.091 0.03
C 4.857 -1.396 -3.243 -0.02
C 4.674 -0.027 -3.220 -0.03
C 3.395 0.472 -3.048 -0.11
N 2.326 -0.315 -2.903 -0.07
C -2.140 -1.288 -2.173 -0.20
C -3.469 -1.660 -1.986 -0.03
C -3.806 -2.996 -1.920 -0.68
Cl -5.459 -3.425 -1.657 0.70
N -1.640 0.027 -2.219 -0.05
C -2.384 1.166 -2.205 -0.45
O -3.583 1.271 -2.062 0.09
C -1.504 2.403 -2.379 -0.18
C -2.070 3.656 -2.350 0.02
C -1.251 4.771 -2.479 -0.02
C 0.108 4.581 -2.647 -0.03
C 0.600 3.288 -2.679 -0.11
N -0.184 2.214 -2.541 -0.05
H -0.758 -4.388 -2.382 0.10
H 3.813 -3.297 -3.094 0.13
H 5.844 -1.816 -3.380 0.12
H 5.507 0.655 -3.328 0.12
H 3.215 1.537 -3.028 0.10
H -4.229 -0.903 -1.883 0.10
H -3.142 3.723 -2.226 0.13
H -1.667 5.769 -2.454 0.12
H 0.784 5.417 -2.756 0.12
H 1.654 3.099 -2.818 0.10
C 1.485 3.171 3.170 -0.10
C 0.222 3.222 4.029 -0.25
C -0.725 2.035 3.858 -0.19
C -1.453 1.975 2.516 -0.15
N -0.616 1.516 1.397 0.05
C -0.158 0.316 1.071 -0.69
S 1.098 0.239 -0.159 0.70
N -0.536 -0.844 1.580 0.06
C -1.167 -1.205 2.864 -0.14
C -0.129 -1.616 3.912 -0.20
C 0.288 -3.086 3.842 -0.25
C 1.081 -3.463 2.591 -0.10
H 2.188 3.940 3.487 0.08
H 1.282 3.347 2.111 0.06
H 1.985 2.204 3.260 0.08
H -0.322 4.151 3.832 0.11
H 0.521 3.252 5.078 0.11
H -1.486 2.078 4.641 0.12
H -0.166 1.106 4.006 0.09
H -1.797 2.971 2.239 0.13
H -2.336 1.345 2.579 0.11
H -0.138 2.243 0.888 0.10
H -0.060 -1.616 1.135 0.09
H -1.841 -2.037 2.660 0.14
H -1.766 -0.379 3.221 0.09
H -0.540 -1.412 4.902 0.12
H 0.757 -0.983 3.793 0.11
H -0.602 -3.717 3.915 0.11
H 0.897 -3.300 4.722 0.11
H 0.458 -3.473 1.690 0.06
H 1.490 -4.468 2.687 0.08
H 1.917 -2.778 2.430 0.08
```

Gap between HOMO and LUMO (spin up / spin down): 6.080 / 6.183 eV
Net charge: +1
2S+1: 2
Largest force on an atom: 0.0248 hartree/bohr
HOMO (spin up / spin down): -10.1376 / -10.2697 eV



Number 1: molar mass 104.105 g/mol. Number 2: molar mass 234.195 g/mol. Number 3: molar mass 459.713 g/mol. Number 4: molar mass 345.443 g/mol. Number 5: molar mass 459.101 g/mol. Number 6: molar mass 674.620 g/mol.